[1]
ORCA calculation (the ωB97M-V functional and the def2-TZVPD basis) on a 2-piece molecular cluster, C4H6N2O overall.

Geometry as ORCA input:
```
! wB97M-V def2-TZVPD RIJCOSX def2/J DEFGRID3
* xyz 0 1
C -1.82 0.38 0.48
O -1.67 0.11 -0.93
C -0.53 0.46 -1.47
N 0.39 1.14 -1.04
N 1.57 1.48 -0.79
C 1.78 -1.38 0.32
C 1.23 -2.33 0.81
H -2.81 0.02 0.75
H -1.04 -0.15 1.04
H -1.75 1.46 0.65
H 1.65 2.49 -0.96
H 2.24 -0.51 -0.11
H 0.76 -3.19 1.24
*
```

- highest occupied orbital energy (Ha) = -0.3324
- E_tot (eV) = -9266.9221
- energy above the lowest of the compared OMol25 structures with the same formula, charge and spin (kcal per mole) = 151.7
- gap between HOMO and LUMO (eV) = 9.30

=====

[2]
ORCA calculation (the ωB97M-V functional and the def2-TZVPD basis) on C23H36AsBrNO6RhSSb as an isolated structure.

Geometry as ORCA input:
```
! wB97M-V def2-TZVPD RIJCOSX def2/J DEFGRID3
* xyz 1 5
Rh -1.07 1.68 0.57
O 3.03 0.81 1.74
As 1.65 1.64 1.05
O 0.40 1.61 2.15
O 1.10 0.73 -0.26
C 2.29 3.36 0.50
C 3.65 3.58 0.66
C 4.22 4.79 0.28
C 3.43 5.78 -0.26
C 2.06 5.57 -0.43
C 1.49 4.37 -0.06
S -0.28 4.23 -0.31
O -0.86 3.91 1.01
O -0.72 5.44 -0.91
O -0.47 3.01 -1.15
H 3.03 0.90 2.70
H 4.27 2.80 1.07
H 5.28 4.94 0.41
H 3.86 6.73 -0.56
H 1.43 6.34 -0.85
Br -5.50 4.14 -2.32
C -4.97 3.00 -0.92
C -5.91 2.43 -0.08
C -5.46 1.60 0.94
C -4.11 1.37 1.07
N -3.21 1.93 0.25
C -3.63 2.74 -0.73
H -6.96 2.63 -0.21
H -6.16 1.13 1.62
H -3.72 0.73 1.85
H -2.87 3.18 -1.36
C 2.29 -3.85 -0.90
C 2.43 -2.53 -0.14
C 3.35 -1.57 -0.89
C 3.00 -2.80 1.26
Sb 0.46 -1.62 0.10
C -0.75 -2.79 1.56
C -2.19 -2.30 1.45
C -0.20 -2.42 2.94
C -0.66 -4.29 1.31
C -0.54 -1.60 -1.84
C -1.61 -0.51 -1.79
C -1.16 -2.95 -2.15
C 0.48 -1.20 -2.92
H 3.28 -4.33 -0.94
H 1.97 -3.71 -1.93
H 1.61 -4.55 -0.42
H 4.31 -2.07 -1.03
H 3.52 -0.66 -0.32
H 2.96 -1.30 -1.87
H 4.00 -3.22 1.15
H 2.41 -3.53 1.82
H 3.08 -1.88 1.84
H -2.25 -1.21 1.59
H -2.78 -2.76 2.24
H -2.65 -2.55 0.49
H -0.24 -1.35 3.12
H 0.83 -2.76 3.08
H -0.81 -2.91 3.71
H -1.01 -4.57 0.32
H -1.29 -4.80 2.04
H 0.35 -4.66 1.44
H -2.33 -0.66 -0.99
H -2.17 -0.51 -2.73
H -1.15 0.48 -1.70
H -1.94 -3.23 -1.43
H -0.42 -3.75 -2.18
H -1.63 -2.90 -3.14
H 0.99 -0.27 -2.68
H -0.06 -1.06 -3.86
H 1.22 -1.98 -3.09
*
```

- highest occupied orbital energy (alpha / beta) (Ha) = -0.3814 / -0.4508
- E_tot (eV) = -189464.0523
- energy above the lowest of the compared OMol25 structures with the same formula, charge and spin (kcal per mole) = 1.1
- expectation value of S² = 6.01
- gap between HOMO and LUMO (alpha / beta) (eV) = 7.83 / 7.88

=====

[3]
ORCA calculation (the ωB97M-V functional and the def2-TZVPD basis) on C7H12O3Sr as an isolated structure in a non-equilibrium geometry.

Geometry as ORCA input:
```
! wB97M-V def2-TZVPD RIJCOSX def2/J DEFGRID3
* xyz 1 2
C 1.24 2.16 2.21
C 1.77 1.49 1.16
H 0.45 1.71 2.82
H 1.75 3.03 2.63
H 1.44 0.48 0.92
H 2.72 1.80 0.72
H 0.60 2.54 0.76
O -6.30 -0.20 1.02
C -5.10 -0.20 0.61
O -4.49 -1.28 0.38
O -4.51 0.97 0.47
C -3.14 0.99 0.04
C -2.74 2.44 -0.12
C -1.40 2.62 -0.74
C -0.43 3.48 -0.30
Sr -6.72 -2.84 1.08
H -3.05 0.44 -0.90
H -2.52 0.49 0.80
H -2.82 3.01 0.82
H -3.42 2.92 -0.85
H -1.17 1.98 -1.60
H 0.32 3.81 -1.02
H -0.72 4.30 0.36
*
```

- highest occupied orbital energy (alpha / beta) (Ha) = -0.2661 / -0.4336
- E_tot (eV) = -14421.5453
- energy above the lowest of the compared OMol25 structures with the same formula, charge and spin (kcal per mole) = 4.7
- expectation value of S² = 0.75
- gap between HOMO and LUMO (alpha / beta) (eV) = 2.89 / 7.44